Record 1
Below is a structure of composition C27H28ClIrN6O, with properties calculated with wB97M-V/def2-TZVPD.

## Properties
charge: +3
gap between HOMO and LUMO (spin up / spin down): 6.4 / 4.8 eV
spin multiplicity: 2
energy relative to the best compared isomer or geometry (same formula, charge and spin): 323.20 kJ/mol

```
64
Properties=species:S:1:pos:R:3:lowdin_spin:R:1
Ir -0.330 0.585 0.046 0.0293
C 1.070 -2.520 -0.708 -0.0071
C 1.339 -1.473 -1.786 0.0006
N 1.541 -0.123 -1.220 0.0068
C 1.849 0.884 -2.257 0.0002
C 0.958 2.091 -2.211 -0.0001
C 1.307 3.246 -2.887 -0.0001
C 0.431 4.323 -2.886 -0.0001
C -0.780 4.205 -2.224 -0.0002
C -1.066 3.026 -1.560 -0.0007
C -2.342 2.839 -0.798 -0.0002
N -2.395 1.520 -0.157 0.0011
C -2.881 0.410 -1.021 0.0003
C -1.704 -0.563 -1.127 -0.0005
N 0.054 -2.064 0.242 -0.0194
N -0.208 2.002 -1.561 -0.0037
H 1.992 -2.731 -0.160 -0.0005
H 0.761 -3.450 -1.189 -0.0010
H 0.509 -1.418 -2.490 0.0004
H 2.220 -1.798 -2.346 0.0000
H 2.301 -0.160 -0.546 0.0000
H 1.723 0.428 -3.242 0.0001
H 2.888 1.205 -2.189 0.0001
H 2.254 3.301 -3.409 0.0000
H 0.693 5.239 -3.398 0.0000
H -1.492 5.021 -2.218 0.0000
H -3.188 2.964 -1.481 0.0000
H -2.426 3.619 -0.041 0.0000
H -2.925 1.591 0.704 -0.0002
H -3.172 0.807 -1.994 0.0000
H -3.774 -0.041 -0.581 0.0001
H -1.347 -0.621 -2.151 0.0007
H -3.046 -1.932 -0.331 0.0030
H -1.674 -2.382 1.229 -0.0020
Cl 3.881 3.478 5.548 0.1278
C 2.858 3.087 4.263 0.1833
C 2.251 4.122 3.500 -0.0140
C 1.442 3.812 2.455 0.0871
C 1.160 2.454 2.096 0.0953
O 0.366 2.241 1.136 0.1970
C 1.786 1.399 2.888 0.0986
C 1.573 0.019 2.636 -0.0994
N 0.820 -0.479 1.682 0.0837
C 0.513 -1.796 1.547 -0.0816
C 0.467 -2.762 2.545 0.0819
C 0.077 -4.098 2.404 -0.0690
C -0.510 -4.758 1.316 0.1234
C -1.165 -4.164 0.231 -0.0313
C -1.678 -4.853 -0.844 0.1279
C -2.190 -4.145 -1.971 -0.0030
C -2.348 -2.813 -1.987 0.0956
N -2.129 -2.001 -0.779 0.0097
C -1.240 -2.666 0.269 -0.0107
C 2.613 1.754 3.950 -0.0148
H 2.442 5.156 3.755 -0.0031
H 0.977 4.587 1.861 0.0027
H 2.125 -0.673 3.271 -0.0039
H 0.794 -2.448 3.530 0.0044
H 0.256 -4.732 3.265 -0.0036
H -0.491 -5.842 1.353 0.0050
H -1.649 -5.935 -0.847 0.0053
H -2.451 -4.695 -2.866 -0.0022
H -2.764 -2.268 -2.821 0.0042
H 3.075 0.988 4.560 -0.0030
```

Record 2
Below is a cluster of 4 separate species, C19H37N2O11S3 in total, with properties calculated with wB97M-V/def2-TZVPD.

## Properties
charge: +1
gap between HOMO and LUMO: 7.6 eV

```
72
Properties=species:S:1:pos:R:3:lowdin_charge:R:1
C 1.203 -4.156 3.963 0.0857
C 0.722 -3.620 2.802 -0.0580
N 1.332 -3.848 1.471 -0.0267
N 1.968 -2.806 1.015 0.2166
C 2.508 -2.941 -0.166 -0.2055
C 3.265 -1.731 -0.719 -0.0713
C 2.286 -0.534 -0.662 -0.2266
O 1.252 -0.811 -1.618 -0.0808
C 2.465 -4.143 -0.925 0.0845
C 1.790 -5.206 -0.370 0.0636
C 1.196 -5.029 0.901 -0.1605
C 0.420 -6.180 1.478 -0.0439
C -1.057 -6.049 1.017 -0.1639
O -1.625 -4.987 1.089 0.0635
H 1.151 -5.213 4.245 0.0719
H 1.685 -3.486 4.686 0.0913
H -0.138 -2.944 2.773 0.1279
H 3.568 -1.903 -1.754 0.1251
H 4.095 -1.555 -0.023 0.1365
H 2.780 0.413 -0.913 0.1118
H 1.834 -0.422 0.331 0.1204
H 0.390 -0.648 -1.219 0.0913
H 2.938 -4.221 -1.899 0.1398
H 1.708 -6.157 -0.890 0.1403
H 0.403 -6.224 2.571 0.1122
H 0.813 -7.141 1.123 0.1336
H -1.590 -6.951 0.647 0.1451
O 1.173 2.345 -1.640 -0.3002
S 1.790 2.543 -2.923 0.5849
O 3.175 2.878 -3.034 -0.2634
O 0.933 3.598 -3.746 -0.2513
C 0.707 4.899 -3.162 -0.2415
C 1.952 5.766 -3.182 -0.0704
C 1.472 1.134 -3.924 -0.1146
H 0.317 4.792 -2.148 0.1125
H -0.071 5.369 -3.760 0.1240
H 2.735 5.352 -2.548 0.0693
H 1.724 6.768 -2.820 0.0847
H 2.356 5.835 -4.192 0.0878
H 0.415 0.887 -3.865 0.0804
H 2.072 0.323 -3.525 0.0556
H 1.765 1.348 -4.949 0.0818
O -1.876 3.505 2.691 -0.2744
S -0.512 3.302 2.307 0.5752
O 0.401 2.601 3.161 -0.2862
O 0.126 4.710 1.911 -0.2633
C 0.092 5.772 2.885 -0.2506
C 1.074 5.548 4.019 -0.0753
C -0.451 2.569 0.709 -0.1325
H -0.925 5.901 3.262 0.1165
H 0.356 6.683 2.351 0.1212
H 0.807 4.673 4.610 0.0679
H 1.087 6.411 4.686 0.0830
H 2.079 5.383 3.629 0.0849
H -1.115 3.111 0.041 0.0796
H -0.783 1.538 0.815 0.0717
H 0.570 2.595 0.350 0.0396
O -4.051 -1.836 -2.489 -0.2697
S -4.044 -0.805 -1.497 0.5743
O -2.831 -0.120 -1.154 -0.2964
O -4.713 -1.370 -0.165 -0.2546
C -4.153 -2.559 0.418 -0.2424
C -2.820 -2.298 1.089 -0.0896
C -5.280 0.390 -1.878 -0.1140
H -4.067 -3.342 -0.338 0.1168
H -4.870 -2.904 1.160 0.1280
H -2.061 -2.002 0.364 0.0626
H -2.467 -3.192 1.594 0.0340
H -2.909 -1.487 1.815 0.0924
H -6.211 -0.123 -2.107 0.0791
H -4.932 0.947 -2.746 0.0793
H -5.397 1.058 -1.029 0.0793
```

Record 3
Below is the molecule C7H12, with properties calculated with wB97M-V/def2-TZVPD.

## Properties
charge: 0
gap between HOMO and LUMO: 8.9 eV
energy relative to the best compared isomer or geometry (same formula, charge and spin): 381.73 kJ/mol

```
19
Properties=species:S:1:pos:R:3:lowdin_charge:R:1
C 0.846 -0.796 2.605 -0.1197
C -0.135 -0.451 1.488 -0.2644
C 0.545 -0.305 0.127 -0.1965
C -0.469 0.018 -0.956 -0.5532
C -0.713 1.474 -1.290 -0.0866
C 0.080 0.686 -2.268 -0.0708
C -1.178 -1.045 -1.592 0.1647
H 1.610 -0.017 2.717 0.0714
H 1.361 -1.742 2.399 0.0736
H 0.332 -0.900 3.566 0.0682
H -0.663 0.481 1.732 0.1113
H 1.315 0.480 0.182 0.1190
H 1.043 -1.245 -0.138 0.1204
H -0.180 2.197 -0.678 0.1096
H -1.716 1.767 -1.585 0.1086
H 1.164 0.763 -2.279 0.1161
H -0.361 0.452 -3.233 0.1028
H -0.901 -1.234 1.409 0.1113
H -1.980 -0.582 -2.205 0.0141
```

In order of appearance, E_tot = -54774.396; -78299.291; -7449.475 eV.